{
  "formula": "C3H8N2",
  "method": "the ωB97M-V functional and the def2-TZVPD basis",
  "energy_ev": -6217.9304,
  "charge": 0,
  "smiles": "C=C(C)NN",
  "relative_energy_kcal_mol": 90.3,
  "species": ["C", "C", "C", "N", "N", "H", "H", "H", "H", "H", "H", "H", "H"],
  "positions_angstrom": [[-0.34, -1.27, -0.42], [1.78, 0.05, 0.21], [0.45, -0.04, -0.12], [-1.56, 1.33, 0.25], [-0.18, 1.15, 0.12], [-1.89, 1.06, 1.17], [-2.08, 0.81, -0.46], [-1.16, -1.43, 0.29], [-0.77, -1.20, -1.43], [2.37, 0.89, -0.12], [2.37, -0.85, 0.32], [0.70, 1.65, 0.59], [0.31, -2.14, -0.39]]
}

=====

{
  "formula": "C5H14",
  "method": "the ωB97M-V functional and the def2-TZVPD basis",
  "energy_ev": -5410.7354,
  "charge": 0,
  "smiles": "CCC.CC",
  "relative_energy_kcal_mol": 30.3,
  "species": ["C", "C", "C", "H", "H", "H", "H", "H", "H", "H", "H", "C", "C", "H", "H", "H", "H", "H", "H"],
  "positions_angstrom": [[0.11, 1.68, -1.18], [0.81, 1.14, 0.21], [0.21, 3.15, -1.50], [0.65, 1.05, -1.94], [-0.90, 1.29, -1.25], [1.81, 1.57, 0.53], [1.23, 3.43, -1.83], [-0.49, 3.53, -2.32], [0.79, 0.01, -0.11], [0.29, 1.28, 1.14], [0.15, 3.72, -0.60], [0.13, -3.03, 1.33], [-1.29, -2.41, 0.95], [0.53, -2.93, 2.32], [0.00, -4.05, 1.21], [0.82, -2.65, 0.58], [-2.05, -2.37, 1.69], [-1.16, -1.35, 0.72], [-1.65, -3.05, 0.07]]
}

=====

{
  "formula": "C13H17NO3S",
  "method": "the ωB97M-V functional and the def2-TZVPD basis",
  "energy_ev": -32214.2400,
  "charge": 0,
  "smiles": "O=C(COC(=O)c1cccs1)NC1CCCCC1",
  "relative_energy_kcal_mol": 274.5,
  "species": ["O", "C", "N", "H", "C", "C", "C", "C", "C", "C", "H", "H", "H", "H", "H", "H", "H", "H", "H", "H", "H", "C", "H", "H", "O", "C", "O", "C", "C", "C", "C", "S", "H", "H", "H"],
  "positions_angstrom": [[-1.89, -3.29, 0.05], [-0.90, -2.50, -0.27], [-1.02, -1.07, -0.25], [-0.32, -0.63, -0.48], [-2.37, -0.64, -0.01], [-2.25, 0.23, 1.50], [-1.31, 1.35, 1.43], [-1.73, 2.43, 0.03], [-1.91, 1.67, -1.25], [-2.79, 0.43, -0.99], [-3.88, 1.06, -0.73], [-3.01, 0.01, -2.02], [-0.86, 1.10, -1.59], [-2.21, 2.40, -1.89], [-2.68, 2.82, 0.31], [-1.07, 3.20, 0.15], [-0.19, 0.94, 1.08], [-1.18, 1.98, 2.29], [-3.06, 0.81, 1.71], [-1.86, -0.32, 2.34], [-3.20, -1.25, 0.20], [0.24, -2.87, -0.50], [0.30, -3.33, -1.58], [0.64, -3.65, 0.25], [1.26, -1.70, -0.97], [2.46, -1.89, 0.02], [2.74, -3.06, 0.67], [3.10, -0.47, -0.05], [4.21, -0.35, 0.60], [4.67, 0.99, 0.35], [3.68, 1.83, -0.43], [2.28, 0.71, -0.90], [3.69, 2.79, -0.65], [5.54, 1.35, 0.58], [4.88, -1.10, 1.00]]
}

=====

{
  "formula": "C23H34O3",
  "method": "the ωB97M-V functional and the def2-TZVPD basis",
  "energy_ev": -30546.9623,
  "charge": 0,
  "smiles": "CC(=O)O[C@@H]1CC[C@]2(C)[C@H](CC[C@H]3[C@H]2CC[C@@]2(C)C(C(C)=O)=CC[C@@H]32)C1",
  "species": ["C", "C", "O", "O", "C", "C", "C", "H", "H", "C", "C", "H", "H", "H", "C", "C", "C", "C", "C", "H", "C", "C", "C", "C", "O", "C", "H", "H", "H", "C", "C", "H", "H", "H", "C", "C", "H", "H", "C", "H", "H", "H", "H", "H", "H", "H", "H", "H", "H", "H", "C", "H", "H", "H", "H", "H", "H", "H", "H", "H"],
  "positions_angstrom": [[-7.51, 0.22, 0.33], [-6.03, 0.27, 0.07], [-5.54, 0.67, -0.95], [-5.36, -0.16, 1.14], [-3.92, -0.18, 1.14], [-3.33, 1.23, 1.01], [-1.80, 1.17, 1.08], [-1.42, 2.19, 0.98], [-1.50, 0.79, 2.06], [-1.19, 0.27, -0.02], [-1.49, 0.88, -1.39], [-1.22, 1.93, -1.39], [-2.54, 0.81, -1.64], [-0.93, 0.38, -2.18], [-1.82, -1.13, 0.16], [-1.23, -2.14, -0.82], [0.26, -2.28, -0.56], [0.98, -0.94, -0.67], [2.48, -1.11, -0.41], [2.88, -1.71, -1.23], [2.86, -1.83, 0.90], [4.24, -1.33, 1.13], [4.53, -0.23, 0.42], [5.85, 0.41, 0.54], [6.76, -0.17, 1.10], [6.05, 1.79, -0.04], [5.22, 2.44, 0.20], [6.98, 2.20, 0.35], [6.14, 1.71, -1.12], [3.30, 0.21, -0.37], [3.60, 0.68, -1.80], [3.95, 1.71, -1.82], [2.70, 0.62, -2.41], [4.36, 0.04, -2.25], [2.56, 1.28, 0.44], [1.10, 1.44, 0.02], [1.06, 1.73, -1.03], [0.66, 2.24, 0.61], [0.34, 0.13, 0.22], [0.47, -0.17, 1.27], [3.07, 2.24, 0.33], [2.59, 1.01, 1.50], [4.93, -1.80, 1.82], [2.82, -2.91, 0.81], [2.21, -1.54, 1.73], [0.88, -0.60, -1.71], [0.40, -2.69, 0.45], [0.71, -2.99, -1.26], [-1.41, -1.82, -1.85], [-1.72, -3.11, -0.69], [-3.35, -1.11, 0.07], [-3.67, -0.78, -0.91], [-3.74, -2.11, 0.23], [-1.56, -1.47, 1.17], [-3.65, 1.67, 0.07], [-3.71, 1.85, 1.83], [-3.68, -0.58, 2.13], [-7.74, -0.53, 1.08], [-7.83, 1.19, 0.71], [-8.04, 0.02, -0.59]]
}

=====

{
  "formula": "C4H11N3",
  "method": "the ωB97M-V functional and the def2-TZVPD basis",
  "energy_ev": -8794.8821,
  "charge": 0,
  "smiles": "N/C=N\\CCCN",
  "relative_energy_kcal_mol": 63.1,
  "species": ["C", "C", "C", "N", "C", "N", "N", "H", "H", "H", "H", "H", "H", "H", "H", "H", "H", "H"],
  "positions_angstrom": [[-1.90, 0.38, -0.36], [-0.40, 0.36, -0.94], [0.42, -0.66, -0.17], [3.15, -0.38, 1.34], [1.80, -0.10, 1.74], [0.67, -0.27, 1.20], [-2.85, 0.46, -1.46], [-2.20, 1.12, 0.54], [-2.05, -0.65, 0.25], [-0.43, -0.07, -1.95], [0.05, 1.36, -1.06], [1.33, -0.98, -0.81], [-0.17, -1.65, -0.12], [3.30, -0.62, 0.36], [3.72, -0.21, 2.21], [1.68, 0.06, 2.79], [-2.45, 0.84, -2.30], [-3.68, 1.02, -1.27]]
}

=====

{
  "formula": "C17H23N3O2S",
  "method": "the ωB97M-V functional and the def2-TZVPD basis",
  "energy_ev": -37404.3910,
  "charge": 0,
  "smiles": "CC/N=C1\\S[C@H](CC(=O)N[C@H](C)c2ccccc2)C(=O)N1CC",
  "relative_energy_kcal_mol": 19.1,
  "species": ["C", "H", "H", "H", "C", "N", "C", "N", "C", "O", "C", "H", "C", "H", "H", "C", "O", "N", "H", "C", "C", "C", "C", "C", "C", "C", "H", "H", "H", "H", "H", "C", "H", "H", "H", "H", "S", "C", "C", "H", "H", "H", "H", "H", "H", "H"],
  "positions_angstrom": [[4.46, -3.59, 2.77], [5.08, -3.81, 1.91], [4.50, -4.43, 3.46], [4.86, -2.71, 3.27], [3.02, -3.33, 2.33], [2.98, -2.29, 1.36], [2.46, -1.18, 1.60], [2.45, -0.15, 0.68], [1.86, 1.01, 1.01], [1.78, 1.98, 0.28], [1.24, 0.97, 2.40], [1.67, 1.75, 3.03], [-0.28, 1.17, 2.27], [-0.51, 2.23, 2.25], [-0.78, 0.71, 3.13], [-0.75, 0.48, 0.99], [-0.69, -0.72, 0.84], [-1.20, 1.33, 0.05], [-1.12, 2.32, 0.19], [-1.55, 0.89, -1.29], [-3.02, 1.11, -1.56], [-3.82, 0.06, -2.02], [-5.16, 0.26, -2.28], [-5.73, 1.51, -2.09], [-4.95, 2.56, -1.64], [-3.60, 2.36, -1.38], [-3.00, 3.19, -1.03], [-5.39, 3.53, -1.49], [-6.78, 1.66, -2.29], [-5.77, -0.56, -2.63], [-3.38, -0.91, -2.16], [-0.69, 1.63, -2.32], [0.36, 1.56, -2.04], [-0.97, 2.68, -2.37], [-0.82, 1.18, -3.30], [-1.34, -0.18, -1.32], [1.68, -0.63, 3.11], [3.01, -0.37, -0.65], [2.11, -1.28, -1.48], [2.50, -1.36, -2.49], [2.07, -2.26, -1.03], [1.10, -0.87, -1.52], [3.99, -0.82, -0.53], [3.10, 0.62, -1.10], [2.40, -3.09, 3.21], [2.62, -4.23, 1.85]]
}

=====

| no. | HOMO (eV) | Kohn-Sham gap (eV) |
| --- | --- | --- |
| 1 | -7.34 | 8.29 |
| 2 | -11.13 | 12.23 |
| 3 | -9.26 | 8.59 |
| 4 | -9.27 | 9.94 |
| 5 | -8.68 | 9.59 |
| 6 | -8.88 | 9.45 |